2 unconnected molecules or ions with the total composition C6H11NS in a non-equilibrium geometry. Source: the Open Molecules 2025 dataset; level of theory: the ωB97M-V functional and the def2-TZVPD basis.

Values from the calculation:
Calculated total energy ... -688.0011 hartree
Spin multiplicity ... 1

Last column: Löwdin charge in e.
CARTESIAN COORDINATES (ANGSTROEM)
C -0.09025 -1.35276 -1.87085  -0.697
C -2.68645 2.10083 1.11432  -0.178
C -1.50001 2.52366 0.42437  -0.109
C -1.62761 1.26319 0.47273  -0.078
C 1.08743 -2.55360 -0.01132  -0.028
C 1.59501 -0.20295 -0.75448  -0.129
N 0.92995 -1.44879 -0.94204  -0.263
S -0.29161 -0.10546 -2.87605  0.651
H -2.58427 2.00149 2.19196  0.071
H -3.71352 2.17201 0.75531  0.083
H -0.76159 3.33837 0.17225  0.121
H -0.71906 -2.27201 -1.90429  0.081
H -1.40314 0.28318 0.02163  0.082
H 1.79298 -3.28369 -0.30755  0.079
H 1.64758 -2.13267 0.74282  0.060
H 0.14325 -2.94923 0.26276  0.086
H 1.70709 0.26993 -1.67078  0.005
H 1.04038 0.38652 -0.05267  0.083
H 2.57625 -0.32975 -0.38683  0.082

---

9 unconnected molecules or ions with the total composition C18H54O18 in a non-equilibrium geometry. Source: the Open Molecules 2025 dataset; level of theory: the ωB97M-V functional and the def2-TZVPD basis.

Values from the calculation:
Calculated total energy ... -2072.1908 hartree
Spin multiplicity ... 1

Last column: Löwdin charge in e.
CARTESIAN COORDINATES (ANGSTROEM)
C 8.50306 2.19233 -3.96166  -0.228
C 10.01445 2.33591 -3.84635  -0.331
O 10.68991 2.87961 -4.87069  -0.043
O 8.03700 1.57967 -2.74822  -0.068
H 8.21609 1.66152 -4.86940  0.124
H 8.22791 3.24525 -3.90035  0.119
H 10.49494 1.36106 -3.76328  0.121
H 10.32140 2.93542 -2.98934  0.131
H 10.77803 2.24778 -5.58806  0.097
H 7.16134 1.31310 -3.03764  0.077
C -6.07688 -8.66816 0.41668  -0.292
C -5.94329 -8.93304 -1.04106  -0.201
O -7.26839 -8.97072 -1.67707  -0.081
O -7.02127 -7.70025 0.77911  -0.060
H -5.11065 -8.39837 0.84297  0.122
H -6.44306 -9.48882 1.03356  0.116
H -5.35083 -9.82278 -1.25424  0.118
H -5.40766 -8.08904 -1.47565  0.121
H -7.74615 -9.78993 -1.52793  0.083
H -7.77524 -7.88936 0.21575  0.073
C -2.78408 -0.93890 -7.03762  -0.214
C -3.93198 -1.23666 -7.96516  -0.256
O -4.07637 -0.26039 -9.02729  -0.065
O -1.46563 -0.88016 -7.70903  -0.071
H -2.86469 -1.74215 -6.30524  0.113
H -3.01145 -0.03476 -6.47289  0.111
H -4.84079 -1.34580 -7.37333  0.116
H -3.84989 -2.23466 -8.39569  0.118
H -4.68203 0.37766 -8.64302  0.079
H -1.57333 -0.74588 -8.65347  0.068
C 7.33594 3.74046 4.63000  -0.272
C 7.35678 4.70471 5.78710  -0.213
O 8.73345 4.80981 6.34035  -0.064
O 8.24062 4.18586 3.64478  -0.062
H 6.33351 3.63750 4.21451  0.124
H 7.72096 2.80051 5.02541  0.121
H 6.55735 4.45449 6.48454  0.113
H 6.98462 5.67536 5.45931  0.111
H 9.18670 4.44283 5.57778  0.052
H 8.01685 3.69773 2.84903  0.091
C -3.10979 -7.64623 7.38834  -0.244
C -1.83040 -7.28404 8.16012  -0.256
O -1.97780 -7.52917 9.53766  -0.050
O -3.10986 -9.01502 7.07550  -0.070
H -3.00710 -7.13364 6.43189  0.105
H -4.10916 -7.41862 7.75926  0.124
H -1.40318 -6.31882 7.88823  0.108
H -0.97199 -7.82551 7.76259  0.117
H -1.21650 -8.06153 9.77974  0.084
H -3.99983 -9.34987 7.20754  0.082
C -0.15281 -1.48600 0.77588  -0.256
C 0.31976 -0.07154 0.19731  -0.272
O 1.08772 -0.20430 -0.92304  -0.046
O -1.18118 -2.16233 0.13785  -0.044
H -0.37728 -1.25735 1.81772  0.106
H 0.76595 -2.07247 0.76976  0.113
H 0.64133 0.61851 0.97738  0.108
H -0.53311 0.52189 -0.13217  0.110
H 0.78472 0.40339 -1.60165  0.094
H -1.30559 -2.90513 0.73314  0.087
C 0.60377 5.62014 -8.58377  -0.265
C 0.38243 5.16177 -7.09770  -0.181
O 1.35868 4.19861 -6.60245  -0.106
O -0.12161 4.87784 -9.50544  -0.061
H 1.64137 5.65510 -8.91587  0.117
H 0.31213 6.67013 -8.55977  0.104
H -0.52961 4.56570 -7.12897  0.111
H 0.46740 5.85844 -6.26372  0.119
H 1.35154 3.47196 -7.22977  0.071
H 0.09888 5.05491 -10.42285  0.092
C 2.40026 8.24334 2.08360  -0.233
C 3.03682 8.49528 0.71560  -0.265
O 4.19069 7.75928 0.47614  -0.062
O 2.22982 6.89751 2.51861  -0.070
H 1.42778 8.69012 2.29043  0.117
H 3.09251 8.73673 2.76584  0.112
H 3.37267 9.51835 0.54637  0.124
H 2.37176 8.26079 -0.11555  0.109
H 4.14961 6.81069 0.61784  0.088
H 1.31413 6.68516 2.71358  0.080
C -7.73173 -0.52919 5.35770  -0.212
C -8.87535 -1.52481 5.73298  -0.237
O -9.02650 -2.37430 4.61179  -0.060
O -6.48918 -1.28494 5.42713  -0.092
H -7.64113 0.33554 6.01507  0.106
H -7.82852 -0.03889 4.38903  0.114
H -9.72766 -0.92987 6.06119  0.112
H -8.61663 -2.05780 6.64790  0.110
H -8.18526 -2.73549 4.32289  0.084
H -6.03060 -1.00271 6.22190  0.076

---

A molecular structure, C5H8N2. Source: the Open Molecules 2025 dataset; level of theory: the ωB97M-V functional and the def2-TZVPD basis.

Values from the calculation:
Calculated total energy ... -304.6895 hartree
Spin multiplicity ... 1

Last column: Löwdin charge in e.
CARTESIAN COORDINATES (ANGSTROEM)
C -2.36368 -0.02345 -0.44967  -0.033
N -1.01040 0.19196 0.05806  -0.229
C -0.54256 -0.30349 1.27544  -0.175
N 0.74088 -0.43997 1.26656  0.118
C 1.17636 -0.03802 0.00716  -0.410
C 2.64433 -0.04325 -0.28864  -0.072
C 0.19042 0.29955 -0.90375  0.008
H -2.47568 0.56685 -1.36026  0.091
H -2.49062 -1.08014 -0.69245  0.097
H -3.10075 0.28140 0.29798  0.091
H -1.20795 -0.50099 2.10875  0.125
H 3.19232 0.60016 0.40852  0.073
H 3.05582 -1.05438 -0.19423  0.074
H 2.81954 0.31027 -1.30762  0.070
H -0.62803 1.23349 -0.22584  0.172

---

25 unconnected molecules or ions with the total composition C4H57O25 in a non-equilibrium geometry. Source: the Open Molecules 2025 dataset; level of theory: the ωB97M-V functional and the def2-TZVPD basis.

Values from the calculation:
Calculated total energy ... -2067.7244 hartree
Spin multiplicity ... 1
Total charge ... -1

Last column: Löwdin charge in e.
CARTESIAN COORDINATES (ANGSTROEM)
O -12.85620 15.94006 -9.60727  -0.363
H -13.39607 16.65159 -9.21129  -0.003
C -17.86021 18.14355 -8.16019  -0.069
C -17.49157 18.66071 -6.81854  -0.317
O -17.91838 20.01713 -6.72257  -0.091
H -17.51591 17.11042 -8.20704  0.062
H -17.27768 18.71404 -8.88358  0.064
H -18.86806 18.24755 -8.56209  0.088
H -16.43668 18.70222 -6.54726  0.100
H -18.01980 18.11998 -6.03325  0.111
H -17.71632 20.27486 -5.82016  0.084
C -16.56359 17.80728 -11.95222  -0.043
C -15.39302 17.47985 -11.02125  -0.335
O -14.69210 16.42817 -11.53331  -0.104
H -17.11771 16.90672 -12.21685  0.089
H -16.15252 18.30363 -12.83129  0.063
H -17.16844 18.55608 -11.44078  0.069
H -15.66707 17.33952 -9.97564  0.091
H -14.77778 18.37809 -10.96878  0.104
H -13.92714 16.31035 -10.96537  0.035
O -13.09647 22.30641 -9.81067  -0.088
H -13.94682 22.14777 -9.40083  -0.018
H -12.89145 21.48791 -10.26262  -0.068
O -11.32366 17.92371 -10.62273  -0.047
H -11.99788 17.31486 -10.32114  0.000
H -10.57171 17.74859 -10.05691  0.018
O -10.27617 15.12839 -9.48869  -0.043
H -11.13061 15.45432 -9.77142  -0.019
H -10.46129 14.62729 -8.69443  0.005
O -14.85881 13.89462 -12.72459  -0.077
H -13.95405 13.77677 -12.43519  -0.025
H -15.08256 14.78569 -12.45594  -0.016
O -12.49407 14.04999 -11.38890  -0.044
H -11.93755 14.48698 -12.03355  0.026
H -12.52083 14.65361 -10.64650  -0.033
O -11.26081 16.40246 -12.93422  -0.047
H -12.07637 16.77053 -13.27426  -0.003
H -11.05636 16.93894 -12.16831  -0.014
O -14.09261 17.64951 -5.76384  -0.040
H -14.14823 17.80695 -4.82131  0.080
H -13.34150 17.06495 -5.86559  0.021
O -12.98421 13.30011 -7.82866  -0.024
H -13.14254 14.13473 -8.26977  -0.002
H -12.11067 13.39169 -7.44816  -0.016
O -13.81399 19.49506 -7.73272  -0.029
H -12.96093 19.14798 -7.99362  0.025
H -14.04746 18.99512 -6.95055  0.005
O -11.88731 16.23861 -6.95233  -0.041
H -11.23439 16.93856 -6.95120  0.039
H -12.14624 16.15344 -7.86990  0.002
O -15.28158 15.91959 -7.76877  -0.039
H -14.65368 15.81833 -8.48411  0.022
H -14.85691 16.52452 -7.16053  0.016
O -11.94743 14.75036 -4.74127  -0.046
H -11.54241 15.34768 -4.11246  0.049
H -11.67676 15.08310 -5.59699  -0.022
O -8.89360 17.98031 -8.96680  -0.025
H -8.70361 17.20292 -9.49197  0.058
H -8.22741 18.61570 -9.22892  0.079
O -10.87722 18.86124 -7.42157  -0.047
H -10.86276 19.79362 -7.63764  0.065
H -10.09624 18.50466 -7.84483  -0.017
O -14.51696 13.58808 -5.05844  -0.052
H -14.18234 13.36243 -5.92639  0.014
H -13.82843 14.12658 -4.66833  -0.003
O -8.65895 14.25884 -11.61569  -0.064
H -9.21306 14.60653 -10.91690  -0.036
H -8.57858 14.98025 -12.23965  0.018
O -15.36157 21.47719 -8.07316  -0.069
H -16.20044 21.03728 -7.93529  0.005
H -14.70634 20.79327 -7.93477  -0.049
O -13.92111 17.37458 -13.95584  -0.038
H -14.19982 17.05632 -13.09720  -0.019
H -13.90860 18.32748 -13.86611  0.034
O -16.42962 15.77355 -5.18159  -0.060
H -15.85502 15.04140 -4.95790  -0.008
H -16.47726 15.75787 -6.13747  -0.019
O -17.12770 13.95814 -8.05437  -0.052
H -17.94664 14.20812 -7.62650  0.026
H -16.53693 14.69311 -7.88994  -0.044
O -12.79765 20.14896 -11.09226  -0.029
H -12.24777 19.39339 -10.88495  0.000
H -12.88346 20.12902 -12.04539  0.065
O -10.23399 13.48382 -7.21072  -0.024
H -9.98296 12.57949 -7.02253  0.081
H -9.76855 14.00343 -6.55528  0.064

---

| no. | highest occupied orbital energy (Eh) | gap between HOMO and LUMO (eV) |
| --- | --- | --- |
| 1 | -0.3056 | 9.0 |
| 2 | -0.3652 | 10.3 |
| 3 | -0.3222 | 9.5 |
| 4 | -0.2644 | 8.6 |